1.
Here is C15H12MnN3S as an isolated structure from OMol25. Energies are from ωB97M-V/def2-TZVPD.

Summary:
- molar mass (g mol⁻¹) = 321.287
- ⟨S²⟩ = 8.756
- total charge = +1
- E (eV) = -62371.219
- HOMO (spin up / spin down) (eV) = -10.85 / -12.03
- multiplicity = 6

Structure (XYZ):
```
32
Properties=species:S:1:pos:R:3:mulliken_charge:R:1
Mn -0.0783 0.0083 1.6256 0.83
C -1.7781 1.1663 2.7360 -0.51
C -0.8640 0.6659 3.6997 -0.51
C -0.9080 -0.7517 3.6488 -0.50
C -1.8512 -1.1244 2.6558 -0.48
C -2.3913 0.0598 2.1011 -0.55
H -2.0041 2.2064 2.5590 0.41
H -0.2773 1.2597 4.3838 0.46
H -0.3617 -1.4284 4.2878 0.45
H -2.1400 -2.1335 2.4056 0.40
H -3.1593 0.1116 1.3456 0.68
N 1.5825 0.0001 -2.2427 -0.01
C 0.2960 -0.0006 -2.7728 0.61
C -0.1673 -0.0040 -4.0836 -1.10
C -1.5370 -0.0062 -4.2433 -0.43
C -2.4111 -0.0058 -3.1422 -0.65
C -1.9419 -0.0026 -1.8467 -0.30
C -0.5595 0.0009 -1.6722 0.44
N 0.2061 0.0040 -0.5067 -0.29
C 1.4623 0.0035 -0.9019 0.30
C 2.5488 0.0037 0.0762 -0.20
C 3.8948 -0.0058 -0.1030 -0.04
S 4.6765 0.0157 1.4137 -0.05
C 3.1739 -0.0013 2.1954 -0.15
N 2.1437 0.0044 1.3929 -0.32
H 2.4430 -0.0020 -2.7632 0.23
H 0.5010 -0.0052 -4.9335 0.39
H -1.9512 -0.0090 -5.2421 0.40
H -3.4772 -0.0085 -3.3221 0.42
H -2.6141 -0.0033 -1.0007 0.23
H 4.4564 -0.0129 -1.0224 0.37
H 3.0876 -0.0052 3.2720 0.45
```

=====

2.
Here is a single C15H12N2O3 molecule in a non-equilibrium geometry from OMol25. Energies are from ωB97M-V/def2-TZVPD.

Summary:
- molar mass (g mol⁻¹) = 268.272
- total charge = 0
- E (eV) = -24870.268
- energy above the lowest of the compared OMol25 structures with the same formula, charge and spin (kcal/mol) = 59.5
- structure (SMILES) = CC(=O)c1cn(C)c(=O)c2ccc(-c3ncco3)cc12
- HOMO (eV) = -8.37
- multiplicity = 1

Structure (XYZ):
```
32
Properties=species:S:1:pos:R:3:mulliken_charge:R:1
C 2.2621 -2.8056 -0.5058 -1.64
C 0.9874 -2.4446 0.2104 0.15
O 0.6754 -2.7359 1.3518 -0.52
C -0.0562 -1.6553 -0.4925 0.56
C -0.6442 -2.1930 -1.6420 -0.48
N -1.5810 -1.4531 -2.4240 0.11
C -1.9750 -1.9781 -3.6679 -1.13
C -2.0359 -0.2349 -1.9641 0.15
O -3.1470 0.2585 -2.3272 -0.67
C -1.4071 0.4628 -0.7746 0.11
C -1.7638 1.7484 -0.3510 -0.36
C -1.1870 2.3519 0.7777 -0.70
C -0.0724 1.6922 1.3008 0.21
C 0.7641 2.3175 2.3953 0.34
N 0.5965 3.4808 2.8158 -0.52
C 1.5403 3.7755 3.7566 -0.23
C 2.4591 2.7828 3.6902 -0.25
O 1.8852 1.8022 2.9616 -0.30
C 0.2097 0.3447 0.9615 -0.67
C -0.3451 -0.2482 -0.1035 0.85
H 2.8407 -3.4412 0.1156 0.42
H 2.7807 -2.0022 -0.8381 0.44
H 2.1685 -3.4147 -1.3106 0.49
H -0.5604 -3.2443 -1.9156 0.45
H -2.4951 -2.9267 -3.4979 0.38
H -2.6760 -1.2513 -4.1499 0.34
H -1.1785 -2.1871 -4.3764 0.35
H -2.4556 2.4177 -0.8570 0.44
H -1.6945 3.2853 1.2098 0.35
H 1.6177 4.8574 4.1424 0.29
H 3.4796 2.7541 4.0254 0.38
H 1.0078 -0.1158 1.4830 0.67
```

=====

3.
Here is a single C15H12N4O3S molecule in a non-equilibrium geometry from OMol25. Energies are from ωB97M-V/def2-TZVPD.

Summary:
- molar mass (g mol⁻¹) = 328.353
- total charge = 0
- E (eV) = -38688.531
- structure (SMILES) = O=C(CSc1nnc2ccccn12)Nc1ccccc1C(=O)O
- HOMO (eV) = -8.38
- multiplicity = 1

Structure (XYZ):
```
35
Properties=species:S:1:pos:R:3:mulliken_charge:R:1
O 0.1936 -0.1914 -2.6674 -0.65
C 0.4345 -1.0129 -1.8124 0.44
C -0.4078 -2.2774 -1.6967 -0.70
S -1.2174 -2.4242 -0.0606 -0.24
C -1.6151 -0.7507 0.2432 0.05
N -0.7773 0.2447 0.3986 0.27
N -1.4574 1.3564 0.6265 -1.09
C -2.7428 1.0581 0.6306 0.69
C -3.8887 1.8476 0.8334 -0.65
C -5.1091 1.2439 0.7806 -0.16
C -5.2220 -0.1460 0.5259 -0.66
C -4.1135 -0.9044 0.3318 -0.07
N -2.9004 -0.3033 0.3850 0.17
N 1.4373 -0.9766 -0.9038 0.01
C 2.2883 0.0715 -0.5999 0.49
C 2.2963 1.2563 -1.3349 -0.64
C 3.1554 2.2828 -1.0021 -0.55
C 4.0325 2.1542 0.0667 -0.62
C 4.0357 0.9923 0.8059 -0.63
C 3.1735 -0.0625 0.4924 0.05
C 3.2015 -1.2756 1.3174 0.94
O 2.5452 -2.2839 1.1249 -0.71
O 4.0448 -1.2106 2.3558 -0.47
H -1.1793 -2.2695 -2.4675 0.40
H 0.2069 -3.1719 -1.7936 0.41
H -3.7599 2.8994 1.0230 0.45
H -6.0088 1.8191 0.9325 0.39
H -6.1962 -0.6046 0.4856 0.39
H -4.1217 -1.9657 0.1358 0.38
H 1.5049 -1.7490 -0.2356 0.22
H 1.6121 1.3617 -2.1594 0.51
H 3.1420 3.1938 -1.5816 0.40
H 4.7043 2.9597 0.3209 0.40
H 4.7067 0.8793 1.6427 0.45
H 4.0018 -2.0405 2.8564 0.35
```

=====

4.
Here is C15H12N6O2SZr as an isolated structure from OMol25. Energies are from ωB97M-V/def2-TZVPD.

Summary:
- molar mass (g mol⁻¹) = 431.592
- total charge = +2
- E (eV) = -40890.724
- HOMO (eV) = -14.81
- multiplicity = 1

Structure (XYZ):
```
37
Properties=species:S:1:pos:R:3:mulliken_charge:R:1
Zr -0.6038 -0.9161 -0.6796 1.37
N 2.0469 -1.0424 -2.9780 -0.26
C 2.4736 -1.1655 -1.7234 0.59
N 3.7762 -1.1764 -1.5333 -0.62
C 4.1988 -1.2852 -0.2747 0.44
N 5.4893 -1.3676 -0.0411 -0.27
N 3.3682 -1.3351 0.8209 -0.55
C 2.1102 -1.3308 0.5645 -0.05
N 1.5502 -1.2798 -0.7009 -0.28
C 1.1697 -1.3881 1.7313 0.79
C 1.6520 -1.4846 3.0157 -0.48
C 0.7415 -1.5451 4.0685 -0.46
C -0.6148 -1.5066 3.8034 -0.77
C -1.0352 -1.3990 2.4893 -0.03
N -0.1622 -1.3414 1.4740 -0.25
H 2.7548 -0.9557 -3.6932 0.28
H 1.0946 -0.9279 -3.2822 0.06
H 6.1364 -1.3478 -0.8147 0.27
H 5.8363 -1.4529 0.9008 0.26
H 2.7181 -1.5168 3.1815 0.53
H 1.0974 -1.6233 5.0871 0.47
H -1.3518 -1.5529 4.5921 0.43
H -2.0834 -1.3478 2.2256 0.59
O -2.6660 -0.7368 -0.1497 -0.58
C -2.7194 -0.1026 -1.2626 0.46
O -2.0022 -0.6321 -2.1975 -0.54
C -3.0761 1.3225 -1.3328 0.92
C -4.3185 1.8567 -1.6211 -0.50
C -4.4517 3.2384 -1.6368 -0.56
C -3.3624 4.0538 -1.3635 -0.63
C -2.1186 3.5132 -1.0651 -0.62
C -1.9692 2.1348 -1.0509 0.50
S -0.3465 1.4640 -0.6402 -0.27
H -5.1607 1.2123 -1.8319 0.48
H -5.4132 3.6780 -1.8622 0.42
H -3.4791 5.1288 -1.3776 0.41
H -1.2792 4.1580 -0.8418 0.46
```